Version one
DFT (ωB97M-V/def2-TZVPD) results for a 3-piece molecular cluster, C3H7O2 overall.

XYZ file:
```
12
Properties=species:S:1:pos:R:3:nbo_charge:R:1
H 0.637 -0.913 2.812 0.06
O 0.344 -2.998 -2.169 -0.57
C -0.334 0.903 2.524 -0.76
H 1.136 -2.908 -0.326 0.11
H -0.657 -2.548 -0.477 0.12
H -0.927 1.574 1.919 0.16
C 0.274 -2.800 -0.995 0.32
C 0.308 -0.198 2.024 0.23
H -0.290 4.319 -4.766 0.01
O 0.323 -0.623 0.822 -0.84
H -0.388 1.183 3.576 0.16
H -0.427 5.008 -4.946 -0.01
```

Properties
**HOMO-LUMO gap**: 6.367 eV
**Net charge**: -1
**Spin multiplicity**: 1
**Lowest unoccupied orbital energy**: 4.0 eV

***

Version two
DFT (ωB97M-V/def2-TZVPD) results for a 3-piece molecular cluster, C3H7O2 overall.

XYZ file:
```
12
Properties=species:S:1:pos:R:3:nbo_charge:R:1
C 1.164 2.694 0.291 -0.76
H 1.909 2.414 1.032 0.16
C 0.180 1.783 0.015 0.24
H -1.402 -1.588 0.896 0.10
C -1.824 -1.269 -0.072 0.31
H 1.632 -4.385 -0.029 -0.02
H 1.267 3.607 -0.280 0.17
O 0.050 0.591 0.433 -0.83
O -3.011 -1.327 -0.286 -0.58
H -0.549 2.176 -0.741 0.05
H 1.666 -3.763 -0.453 0.02
H -1.081 -0.933 -0.807 0.14
```

Properties
**HOMO-LUMO gap**: 6.554 eV
**Net charge**: -1
**Spin multiplicity**: 1
**Lowest unoccupied orbital energy**: 4.1 eV

***

Most stable of them? version two.

***

Version one
DFT (ωB97M-V/def2-TZVPD) results for a 2-piece molecular cluster, C3H7O2 overall.

XYZ file:
```
12
Properties=species:S:1:pos:R:3:nbo_charge:R:1
H 1.805 0.367 -1.105 0.05
C -0.489 -0.091 0.908 -0.75
C 1.104 0.502 -1.988 -0.17
H 0.381 1.308 -1.637 0.05
O 1.705 0.749 -3.144 -0.96
H 0.458 -0.438 -1.972 0.05
H 0.368 -0.685 0.590 0.26
C -1.150 -0.698 2.103 0.45
H -1.192 -0.079 3.020 0.08
H -0.138 0.924 1.075 0.22
H -1.162 -0.084 0.051 0.26
O -1.689 -1.775 2.099 -0.55
```

Properties
**HOMO-LUMO gap**: 5.425 eV
**Net charge**: -1
**Spin multiplicity**: 1
**Lowest unoccupied orbital energy**: 3.4 eV

***

Version two
DFT (ωB97M-V/def2-TZVPD) results for an isolated ion of composition C3H7O2 and charge -1.

XYZ file:
```
12
Properties=species:S:1:pos:R:3:nbo_charge:R:1
H -1.131 -0.961 0.091 0.04
H 0.085 -0.768 -2.056 0.18
O 0.877 -0.219 0.203 -0.70
H 0.033 0.988 -1.962 0.20
H 0.948 0.979 1.802 0.16
C 0.975 -0.097 1.603 -0.25
H -1.481 -0.026 -2.203 0.18
C -0.513 0.084 -1.715 -0.66
H 1.922 -0.476 2.008 0.13
O -1.142 1.080 0.369 -0.86
H 0.130 -0.620 2.058 0.15
C -0.703 0.035 -0.197 0.42
```

Properties
**SMILES string**: CO[C@H](C)[O-]
**HOMO-LUMO gap**: 7.665 eV
**Net charge**: -1
**Spin multiplicity**: 1
**Lowest unoccupied orbital energy**: 4.7 eV

***

Most stable of them? version two.

***

Version one
DFT (ωB97M-V/def2-TZVPD) results for one molecule with the formula C4H11NS2.

XYZ file:
```
18
Properties=species:S:1:pos:R:3:nbo_charge:R:1
H 1.767 -1.506 -1.461 0.22
C 1.258 2.899 -0.737 -0.41
H 2.006 0.826 -1.933 0.17
H -1.791 0.826 -0.412 0.11
H 0.169 -0.752 -1.419 0.21
S -0.706 -0.857 1.303 0.06
S -2.103 -0.456 -0.141 -0.11
C 1.855 0.508 -0.902 -0.21
C 0.884 -1.384 0.505 -0.52
H 0.247 3.306 -0.677 0.19
H 0.336 1.319 0.183 0.36
H 0.681 -2.450 0.404 0.22
H 1.877 3.556 -0.126 0.19
H 1.574 2.817 -1.771 0.18
H 2.866 0.270 -0.542 0.17
C 1.123 -0.836 -0.893 -0.43
H 1.739 -1.280 1.167 0.24
N 1.271 1.563 -0.101 -0.64
```

Properties
**SMILES string**: CNCCCSS
**HOMO-LUMO gap**: 9.123 eV
**Net charge**: 0
**Spin multiplicity**: 1
**Lowest unoccupied orbital energy**: 0.5 eV

***

Version two
DFT (ωB97M-V/def2-TZVPD) results for one molecule with the formula C4H11NS2.

XYZ file:
```
18
Properties=species:S:1:pos:R:3:nbo_charge:R:1
C 2.394 -0.489 -1.570 -0.62
H -0.612 1.557 0.080 0.24
H -2.679 0.919 0.932 0.18
H 2.543 -1.009 -0.626 0.22
H 2.315 0.593 -1.481 0.21
H -1.256 -0.655 2.836 0.36
H 1.347 -0.614 -3.410 0.23
N -2.016 -0.002 2.736 -0.84
H 1.163 -2.061 -2.324 0.21
H 3.285 -0.700 -2.170 0.21
C 1.190 -0.981 -2.393 -0.53
C -0.561 0.889 0.940 -0.55
S -0.258 -0.771 0.279 0.06
C -1.884 0.972 1.674 -0.22
H -2.844 -0.564 2.615 0.37
H 0.228 1.295 1.573 0.22
H -1.950 1.994 2.064 0.18
S -0.407 -0.373 -1.756 0.07
```

Properties
**SMILES string**: CCSSCCN
**HOMO-LUMO gap**: 9.043 eV
**Net charge**: 0
**Spin multiplicity**: 1
**Lowest unoccupied orbital energy**: 0.7 eV

***

Most stable of them? version two.

***

Version one
DFT (ωB97M-V/def2-TZVPD) results for one molecule with the formula C5H6S2.

XYZ file:
```
13
Properties=species:S:1:pos:R:3:nbo_charge:R:1
C -1.944 -0.795 0.030 0.00
S 2.045 -0.542 -0.534 0.39
H 3.177 1.462 0.500 0.25
C 2.106 1.100 0.231 -0.78
H 1.760 0.795 1.160 0.22
H 1.672 1.943 -0.331 0.24
C -3.091 -1.172 0.006 -0.19
S -1.284 1.653 -0.386 0.10
H 0.221 -1.774 -1.332 0.24
C 0.411 -0.930 -0.521 -0.43
H -0.333 -0.072 1.080 0.25
H -4.012 -1.599 0.029 0.23
C -0.728 -0.068 0.069 -0.52
```

Properties
**HOMO-LUMO gap (alpha / beta)**: 9.285 / 5.083 eV
**Net charge**: 0
**Spin multiplicity**: 1
**Lowest unoccupied orbital energy (alpha / beta)**: -0.1 / -2.1 eV

***

Version two
DFT (ωB97M-V/def2-TZVPD) results for one molecule with the formula C5H6S2.

XYZ file:
```
13
Properties=species:S:1:pos:R:3:nbo_charge:R:1
H 0.080 -0.078 1.603 0.20
C -0.523 -0.228 -1.106 -0.32
S -1.691 2.044 -0.062 0.02
C -1.493 0.410 -0.265 -0.30
C 1.611 0.301 0.196 -0.24
H 1.404 -0.478 -1.791 0.21
H 2.645 0.605 -0.114 0.22
H -0.991 -0.776 -1.920 0.24
C 0.809 -0.168 -0.951 -0.15
C 1.124 0.275 1.445 -0.33
S -2.676 -0.649 0.456 0.13
H -2.008 -1.796 0.177 0.12
H 1.709 0.540 2.331 0.21
```

Properties
**SMILES string**: C=C/C=C\C(=S)S
**HOMO-LUMO gap**: 8.060 eV
**Net charge**: 0
**Spin multiplicity**: 1
**Lowest unoccupied orbital energy**: -0.6 eV

***

Most stable of them? version two.

***

Version one
DFT (ωB97M-V/def2-TZVPD) results for one molecule with the formula C4H4O.

XYZ file:
```
9
Properties=species:S:1:pos:R:3:nbo_charge:R:1
H -0.994 -2.156 -0.512 0.25
O -2.850 0.406 0.183 -0.46
C 0.176 -0.300 0.185 -0.14
C -0.947 -1.163 -0.263 -0.57
H -0.448 1.236 -0.899 0.20
H 0.748 1.629 0.470 0.21
C 0.009 0.965 -0.049 -0.42
C -1.915 -0.191 -0.068 0.73
H 0.570 -0.515 1.217 0.21
```

Properties
**SMILES string**: C=CC=C=O
**HOMO-LUMO gap**: 9.559 eV
**Net charge**: 0
**Spin multiplicity**: 1
**Lowest unoccupied orbital energy**: 1.0 eV

***

Version two
DFT (ωB97M-V/def2-TZVPD) results for one molecule with the formula C4H4O.

XYZ file:
```
9
Properties=species:S:1:pos:R:3:nbo_charge:R:1
C -1.006 0.533 -0.238 0.45
C 0.895 -0.416 0.237 -0.01
H -0.911 -1.561 0.405 0.26
H -0.269 -1.369 -1.261 0.25
C 1.649 0.479 0.570 -0.21
O -1.834 0.873 0.574 -0.52
C -0.379 -0.886 -0.276 -0.57
H 2.425 1.082 0.950 0.24
H -0.570 1.266 -0.961 0.13
```

Properties
**SMILES string**: C#CCC=O
**HOMO-LUMO gap**: 10.773 eV
**Net charge**: 0
**Spin multiplicity**: 1
**Lowest unoccupied orbital energy**: 0.9 eV

***

Most stable of them? version two.

***

Version one
DFT (ωB97M-V/def2-TZVPD) results for one molecule with the formula C4H4O.

XYZ file:
```
9
Properties=species:S:1:pos:R:3:nbo_charge:R:1
C 0.511 0.149 1.144 0.09
H -0.040 0.337 -2.007 0.23
C -1.127 -0.349 -0.215 0.09
C -0.067 -0.012 -0.992 -0.32
H -2.136 -0.688 -0.408 0.21
H 2.034 0.436 -0.431 0.23
H 0.875 0.478 2.104 0.21
C 1.023 0.234 -0.107 -0.31
O -0.788 -0.247 1.096 -0.41
```

Properties
**SMILES string**: c1ccoc1
**HOMO-LUMO gap**: 9.995 eV
**Net charge**: 0
**Spin multiplicity**: 1
**Lowest unoccupied orbital energy**: 1.2 eV

***

Version two
DFT (ωB97M-V/def2-TZVPD) results for one molecule with the formula C4H4O.

XYZ file:
```
9
Properties=species:S:1:pos:R:3:nbo_charge:R:1
O -3.458 -0.060 -0.024 -0.64
C 0.257 0.061 -0.573 -0.37
C -1.912 -0.051 -0.124 0.49
H 0.458 -0.089 -1.580 0.23
H 1.145 -0.122 0.038 0.20
C -0.786 -0.790 0.197 -0.24
H -0.783 1.517 0.980 0.25
C -0.759 0.762 0.182 -0.17
H -0.448 -1.710 0.555 0.25
```

Properties
**SMILES string**: O=C1[C@H]2C[C@@H]12
**HOMO-LUMO gap**: 9.557 eV
**Net charge**: 0
**Spin multiplicity**: 1
**Lowest unoccupied orbital energy**: 0.3 eV

***

Most stable of them? version one.